Below is a cluster of 5 separate species, C24H66BN3O19P4S5 in total, with properties calculated with ωB97M-V/def2-TZVPD.

Structure (XYZ):
```
122
Properties=species:S:1:pos:R:3:forces:R:3
C 7.939271 0.479899 5.507443 -0.284 -0.089 0.020
O -3.193635 1.319843 -7.967148 0.008 0.117 0.676
N 3.740482 -1.735271 -1.478927 -0.121 0.433 -0.073
P -4.271585 0.421118 -0.745335 -2.026 -0.146 1.476
S 0.650087 -5.848217 -2.838258 -0.311 -0.520 0.242
H -2.412065 3.034029 -5.973643 -0.007 -0.043 0.037
N 0.726681 2.936719 1.357974 2.635 1.818 -0.524
H -3.685658 -1.475923 2.566892 0.050 -0.035 0.056
C -3.997388 -0.594908 -9.260313 -0.151 -0.075 0.248
H 4.518166 -1.395613 -2.036601 0.002 -0.145 0.019
H 3.913831 3.307071 2.454507 0.309 -0.239 -0.144
H -1.121432 2.143009 3.864770 -0.125 -0.488 -0.666
C 0.945619 5.502405 0.052342 -0.436 -0.256 0.414
H 3.453229 -5.724182 -1.621570 0.014 -0.036 0.002
O -3.513607 3.006686 0.695420 1.956 -1.313 0.105
H 3.726004 3.655994 0.340342 -0.163 -0.300 -0.448
H -1.285102 -1.125254 -1.396817 0.292 -0.325 0.133
H -4.060254 -0.702722 4.121158 0.092 -0.037 -0.039
C -1.448166 1.530984 1.415309 1.455 1.152 1.539
H 1.965592 -1.930114 0.294652 -0.200 0.444 -0.134
C -2.823341 0.296443 -8.900603 0.038 -0.674 -0.587
H -2.807307 4.771225 4.102050 -0.398 0.223 -0.434
C -1.077320 -6.197244 -2.717815 0.029 -0.096 0.054
H 0.500129 6.800641 -1.696918 -0.298 -0.325 0.196
C 1.835583 -0.877414 -0.015697 1.837 0.589 -0.094
H -3.523535 2.488552 -4.690660 0.086 -0.043 -0.009
H -4.016522 4.123174 2.962660 0.278 0.382 -0.022
H -5.830917 -2.742983 7.856719 -0.009 -0.001 -0.055
H 8.348298 1.263756 6.146764 0.057 -0.005 -0.073
O 1.743546 4.934617 3.069122 0.943 -1.497 -1.532
H -4.142624 1.835331 -2.476204 0.133 0.396 -0.054
H -4.310140 -1.196640 -8.406270 0.025 0.005 -0.032
H -0.944327 6.447410 -0.681390 0.605 -0.094 -0.106
O 1.178228 -7.227510 -2.201280 -0.490 0.392 -0.238
H 1.079622 0.622813 3.051332 0.013 0.161 -0.406
H 7.930695 1.634094 3.673249 -0.091 -0.135 -0.111
C -4.272588 -1.560863 3.483254 -0.333 0.026 0.039
H 3.256159 2.476199 -0.983780 -0.085 0.414 0.536
H -1.856523 0.550852 -3.126437 0.377 -0.414 0.767
C 2.198988 0.095527 1.161065 -1.772 0.335 0.022
H -1.616375 -5.317175 -3.063416 0.110 0.039 -0.001
H 4.468093 -7.155986 -1.424192 -0.053 -0.072 -0.030
C 3.441516 -6.788718 -1.384476 -0.078 0.284 0.002
O -6.896500 -2.098140 5.323139 0.051 -0.485 -0.102
S 6.450084 -0.522097 2.756751 0.439 -0.365 -0.196
S -3.341670 0.916326 -6.417950 -0.024 0.749 -0.400
O 7.984994 -0.400592 3.226631 -0.421 -0.198 -0.418
H -2.441305 3.046522 -1.391799 0.142 0.264 -0.223
O -2.134208 0.263283 -5.989092 -0.456 -0.185 -0.059
O 5.687508 -1.121816 3.814408 0.035 0.451 -0.286
H -2.876085 -2.921430 4.369551 -0.110 -0.067 0.299
O 3.245340 2.645013 2.675445 -1.113 1.729 -0.686
H -3.728155 -1.272487 -10.071790 0.059 0.073 -0.007
O 0.967594 -4.771310 -1.941661 0.113 -0.100 -0.478
H 0.303942 1.315794 0.183615 -0.377 0.332 0.584
N -1.799667 2.782179 -2.141358 -0.276 -0.851 0.500
H -0.285882 5.170337 -1.720869 0.086 0.580 0.089
H 5.722466 -1.980027 1.076265 -0.038 0.090 0.047
H -5.328453 -1.511087 3.214270 0.037 -0.023 -0.024
H 1.901727 6.049712 0.144568 -0.430 -0.165 -0.214
O -4.631497 0.318702 -6.213438 0.509 -0.158 0.125
C 0.000278 6.031306 -1.084574 0.270 -0.391 -0.006
O -4.733786 -0.933293 -1.668887 1.068 2.315 0.202
H 3.066884 -6.889508 -0.365104 0.031 -0.081 -0.029
P 1.670450 3.267775 2.768377 -1.686 -1.683 3.446
P 1.217939 3.640526 -0.181498 -0.770 0.150 -0.970
H 2.570231 5.315505 2.740458 -0.114 0.409 -0.101
H -1.985765 -0.289082 -8.514276 -0.050 0.112 0.159
O 1.022502 -5.802464 -4.225079 0.188 0.203 0.441
H -1.322273 -6.402308 -1.678280 0.041 0.027 -0.016
S -6.128963 -3.282251 5.584166 0.554 0.149 0.223
O -1.901572 0.383372 0.763658 -0.363 -0.015 0.286
O -4.652687 1.778360 -1.655905 0.658 -1.749 0.012
H -4.237760 -3.723933 3.602674 -0.127 -0.021 0.169
H 0.411623 5.631051 1.012283 0.478 -0.167 -0.358
C 0.900932 0.450033 1.983144 0.025 -0.631 -0.689
H 7.329498 -1.290568 0.712778 -0.013 0.019 0.043
B -2.270810 2.890634 1.376423 -1.446 1.497 0.137
H -4.185296 3.106343 -6.228260 -0.002 -0.063 -0.004
H 9.434727 0.788343 4.003849 -0.056 -0.203 -0.229
C 2.564381 -7.556350 -2.356333 0.870 -0.089 0.066
H 7.165862 -2.603745 1.922428 -0.016 0.043 0.034
H 0.265629 -0.459200 1.914094 0.119 0.616 0.225
O 6.051776 0.719513 2.151333 -0.035 -0.178 0.429
H -2.471089 0.810768 -9.795086 -0.020 0.244 0.207
H -4.855936 0.003880 -9.566922 0.068 0.010 -0.065
H 2.306593 -0.210816 -2.059213 0.363 -0.176 0.375
H -3.665506 3.917851 0.445033 -0.387 0.311 0.265
H -7.210655 -3.839796 7.581440 -0.012 0.026 -0.115
C 6.699454 -1.723677 1.485801 0.063 0.008 0.022
H 3.561094 0.246943 -0.890740 -0.383 -0.375 0.110
H 2.650059 -8.624655 -2.155953 -0.314 0.034 -0.015
H -0.051146 1.018770 -1.832579 -0.301 -0.488 -0.069
C 8.349240 0.703352 4.063693 0.159 0.528 0.648
H 3.296579 4.214174 -1.289122 -0.332 -0.325 0.397
C -2.332514 0.336256 -0.540041 0.486 -1.967 -2.720
C -3.134661 4.778250 3.046539 0.840 -0.342 -0.096
C -3.367296 2.558806 -5.765764 -0.003 -0.010 -0.151
H 3.254955 -2.408385 -2.065444 -0.089 0.021 0.174
S -1.723643 1.078638 3.242532 -0.651 0.512 0.089
H 2.975405 -0.310453 1.826637 -0.145 0.185 -0.432
H 8.292400 -0.489046 5.862485 0.076 0.055 -0.018
H -1.013044 4.161220 2.815296 -0.320 0.286 -0.404
C -3.952014 -2.856885 4.202981 0.330 0.245 -0.860
C 2.875808 -0.572913 -1.167220 -0.660 -0.488 -0.332
H 2.529698 1.044021 0.703433 0.308 -0.479 0.416
C 0.130352 1.609495 1.249880 0.132 -1.650 -0.953
O -2.113894 -1.062021 -0.914380 -0.219 0.802 0.176
C -1.911442 4.253695 2.186226 -0.366 -0.478 -0.390
H -4.594093 -0.686957 -2.594155 -0.081 -0.553 -0.325
C -6.177780 -3.621408 7.317640 0.100 0.001 0.026
H 0.804952 -0.741569 -0.388685 0.374 0.043 0.328
P -1.458724 1.240961 -1.927692 -0.353 2.217 -0.506
H -5.545891 -4.481548 7.524746 -0.005 0.028 -0.043
H -1.306872 -7.051976 -3.349184 0.050 0.020 0.010
C 3.054339 3.455546 -0.512273 0.165 0.573 0.200
O -4.564884 -2.919682 5.499335 -0.567 -0.262 0.400
H 2.882711 -7.395262 -3.389001 -0.183 0.081 0.000
H -3.374976 5.806842 2.726718 -0.119 -0.469 0.403
O -6.362550 -4.501191 4.860372 -0.074 0.452 -0.014
H -1.732366 5.009994 1.385869 0.271 -0.388 0.478
H 6.853906 0.488188 5.613363 0.035 0.017 -0.006
```
Forces are in eV/Å.

SMILES string: CCB(O)[C@@](S)(O[C@](O)([PH2]=N)P(O)O)[C@H](CCCCN)N(P(O)O)P(C)CC.CCOS(C)(=O)=O.CCOS(C)(=O)=O.CCOS(C)(=O)=O.CCOS(C)(=O)=O
multiplicity: 1

Results of the Löwdin charge analysis, in e, for atoms 1 through 5:
1 C -0.074
2 O -0.263
3 N -0.013
4 P 0.983
5 S 0.587

=====

Below is a cluster of 4 separate species, C24H66BN9O8P3 in total, with properties calculated with ωB97M-V/def2-TZVPD.

Structure (XYZ):
```
111
Properties=species:S:1:pos:R:3:forces:R:3
H -1.919343 -1.622872 4.552697 0.108 0.005 -0.100
C -2.176584 1.008736 1.227893 -0.090 0.203 0.068
H -3.937009 -3.653534 2.418803 0.031 0.045 0.081
N 6.480842 6.143048 -0.106980 0.321 0.767 0.236
C -5.735072 -4.719338 -0.141466 0.279 0.104 0.019
O -4.018307 2.142315 2.370069 -0.021 0.442 -0.344
H -3.366569 2.747890 2.745378 0.089 -0.256 0.243
H 4.624197 6.769605 -0.965584 -0.046 0.007 0.029
H -5.547245 -5.705022 -0.586024 0.027 0.015 -0.007
N -6.567886 -3.878076 -0.989543 -0.269 0.254 0.190
P -5.646660 -3.272858 -2.329388 -4.955 0.308 -0.126
N 8.662243 5.268309 -0.761264 -0.039 -2.534 0.418
H 10.563867 4.327548 -0.793240 -0.019 0.057 0.010
H -6.899875 -3.774084 -5.184742 0.024 0.013 -0.083
H 5.249703 7.766465 0.358321 0.006 -0.124 0.089
H -8.133475 -1.164976 -3.998514 0.034 -0.025 -0.030
N -0.890230 -5.243993 3.966936 1.799 0.441 1.541
N -6.577652 -2.478139 -3.524845 0.249 -0.330 -0.592
H -7.800610 -5.325998 -1.962928 -0.008 -0.032 0.019
P 6.984397 4.929528 -1.261768 -2.255 6.358 -0.301
H -5.403548 -0.407696 0.039601 0.170 -0.016 -0.188
H 10.121686 6.136274 0.436810 0.009 -0.261 -0.115
N -2.032969 -3.229003 3.187609 -0.136 0.341 0.518
H 2.274860 0.989394 1.346037 0.186 0.057 -0.162
H 0.672835 -6.654688 3.538028 -0.016 -0.102 -0.028
C 6.691100 4.841786 -3.939434 -0.401 -0.018 0.081
H -2.205579 -1.159621 2.866658 -0.079 0.162 0.150
H -0.640196 -6.565317 2.346186 0.117 0.166 -0.028
C -0.854915 -5.315270 5.435814 -0.364 0.243 0.018
C -1.024963 1.835471 0.589576 0.669 0.477 -0.221
C -7.919857 -1.997200 -3.319745 0.079 0.490 0.289
H -1.397811 -6.191922 5.792008 -0.012 -0.020 -0.076
C 9.032062 6.026677 0.429625 -0.007 0.123 0.272
H -8.225374 -4.934192 -0.285198 0.153 -0.028 0.039
H -8.667190 -2.781152 -3.507712 -0.029 0.028 -0.004
O -4.151217 1.864763 0.150176 -0.287 -0.231 0.102
H -2.263066 0.031259 0.746355 0.075 0.070 -0.134
H 1.405768 2.843078 -2.025957 -0.447 -0.118 0.059
H 0.169281 -5.357536 5.823434 -0.022 -0.102 0.069
H 3.205092 2.769610 -0.150183 0.033 -0.204 0.158
O 5.580578 4.389723 -1.445755 1.821 -3.202 0.044
C 7.487777 6.949522 -3.117690 0.579 0.173 0.173
H 7.253236 5.051633 -4.853093 0.067 0.109 0.073
H 5.644069 5.127432 -4.098103 0.009 -0.044 -0.036
H -4.765451 -4.240583 0.031747 -0.009 -0.057 -0.043
H -2.784247 -3.015997 1.238363 -0.062 -0.048 -0.028
H 2.177818 -5.105241 1.345529 -0.070 0.013 -0.039
C -2.431691 -1.904040 3.635336 0.307 0.432 -0.239
H 5.044584 5.059084 1.031037 0.014 -0.034 0.021
H 9.341207 3.558667 -1.799414 -0.066 0.016 0.016
C -3.509554 1.704649 1.142596 0.268 -0.175 -0.097
H 8.738313 5.544837 1.367737 0.071 0.076 0.033
C 9.506559 4.063185 -0.842810 0.101 0.052 -0.473
H -3.206141 -1.700787 -1.407942 0.061 0.114 0.050
H 1.464640 2.528464 1.543318 -0.072 -0.004 -0.028
O 0.217228 -2.280045 3.433850 0.896 -1.268 2.717
B -0.764455 0.932982 -1.488394 0.343 0.536 -0.858
H -6.652365 -1.636464 0.095873 0.035 -0.189 -0.045
C -7.849862 -4.515677 -1.222474 -0.131 -0.019 -0.324
O -5.337505 -4.551945 -3.070646 2.600 1.037 0.646
H -3.957377 -0.115574 -1.636841 -0.055 -0.016 0.059
C 1.773377 -4.447999 2.119237 0.054 -0.039 0.283
H 6.722927 3.766631 -3.779001 -0.094 0.016 0.048
P -0.395243 -3.655856 3.373037 -2.509 0.398 -4.744
N 0.332928 -4.301111 1.949877 -0.286 -0.440 -0.068
C 6.031842 5.522823 1.134021 0.124 -0.205 -0.053
O -1.203479 2.162210 -0.739870 -0.272 -0.373 0.353
C 0.038787 -3.679015 0.659989 -0.211 0.376 -0.032
C 0.277251 0.990222 0.605557 -1.219 -1.152 1.064
O 0.164656 0.207722 -0.556143 0.002 0.394 0.235
C -6.351822 -2.861868 -4.909129 -0.083 -0.383 0.012
H 2.598346 1.397162 -1.055651 -0.253 -0.057 -0.015
H -6.668353 -2.051690 -5.571484 -0.088 0.062 0.116
H 5.994792 6.265830 1.935613 0.010 0.053 -0.041
H 2.294405 -3.484635 2.077093 0.009 -0.010 0.010
C 1.616649 1.701676 0.839139 -0.400 0.102 -0.240
H -3.503538 -1.869357 3.847663 -0.038 -0.236 -0.143
H -0.988047 -3.872677 0.355430 -0.018 0.057 0.099
H -5.295344 -3.037536 -5.094571 -0.028 -0.079 0.036
H 2.002799 -4.908595 3.087553 0.002 0.065 -0.017
C -5.607230 -1.464316 -0.145970 -0.076 -0.159 0.341
H -1.343737 -4.434231 5.861720 0.034 0.021 -0.054
H -8.057365 -1.612889 -2.307986 0.081 -0.093 0.054
H -3.853284 -1.234610 -2.987717 -0.024 -0.059 0.023
H -1.914800 0.880386 2.279194 -0.059 -0.170 -0.025
C 2.285711 2.225801 -0.414279 0.595 0.315 -0.069
H -0.094908 1.239813 -2.493848 -0.195 0.177 -0.133
H -1.765971 0.317609 -1.851762 0.171 -0.435 0.166
C 5.537297 7.173474 -0.513086 -0.121 -0.062 -0.278
H -8.598707 -3.792479 -1.542297 0.072 0.007 -0.116
H 6.733523 4.741411 1.449292 -0.078 -0.025 -0.032
H 6.533742 7.463371 -3.288278 0.011 -0.008 -0.007
H 8.026733 7.460195 -2.319176 -0.080 -0.077 0.100
H 8.612740 7.025951 0.399893 -0.160 -0.099 -0.006
N -5.344751 -1.729298 -1.557393 2.159 -1.190 0.135
H -0.926044 -7.321446 3.899522 -0.009 0.139 0.175
N 7.291516 5.552618 -2.818353 0.131 -0.985 -0.256
H 9.286958 3.351752 -0.040164 0.119 0.004 0.041
O 1.466612 3.147318 -1.117324 0.344 0.090 0.067
H 5.994835 7.875908 -1.208401 0.008 -0.086 -0.076
C -2.885682 -3.674072 2.112682 -0.128 -0.499 -0.006
H 0.127807 0.297404 1.457984 0.422 0.085 0.072
H -2.672395 -4.699630 1.806136 0.174 0.015 0.046
H -0.937721 2.724322 1.240929 0.166 0.183 -0.324
H -4.980802 -2.051519 0.535883 -0.025 0.066 0.067
H -6.203914 -4.856551 0.837136 -0.070 0.046 -0.034
H 8.093601 7.062114 -4.022941 -0.030 -0.069 -0.014
H 0.213390 -2.596646 0.647940 0.022 0.003 -0.046
H 0.665199 -4.132010 -0.110809 0.115 -0.023 0.121
C -4.018457 -1.167403 -1.908474 -0.199 0.159 -0.445
C -0.403568 -6.498416 3.403110 0.267 -0.098 -0.168
```
Forces are in eV/Å.

multiplicity: 1
charge: -1

Results of the Löwdin charge analysis, in e, for atoms 1 through 5:
1 H 0.072
2 C -0.061
3 H 0.075
4 N -0.363
5 C -0.152

=====

Number 1: frontier orbital gap 0.2924 hartree. Number 2: frontier orbital gap 0.1970 hartree.